[1]
The following is a quantum chemistry calculation of a molecular structure, C15H38FIInO4 in a non-equilibrium geometry, from the Open Molecules 2025 dataset.

The geometry in ORCA input format:
```
! wB97M-V def2-TZVPD RIJCOSX def2/J DEFGRID3
* xyz -1 1
C 6.854 0.368 0.302
C 6.133 -0.276 -0.874
F 6.763 -1.561 -1.082
C 4.661 -0.441 -0.706
In 3.519 1.457 -0.581
I 3.192 2.379 -3.232
C 1.533 1.342 0.367
C 0.570 0.175 0.104
C 1.252 -1.103 -0.330
O 0.237 -2.110 -0.493
H 6.154 0.839 0.994
H 7.563 1.132 -0.021
H 7.407 -0.406 0.837
H 6.345 0.253 -1.807
H 4.456 -1.018 0.206
H 4.274 -1.011 -1.556
H 4.481 2.698 0.225
H 1.733 1.432 1.442
H 1.044 2.274 0.068
H -0.163 0.455 -0.661
H -0.007 -0.056 1.008
H 1.995 -1.417 0.412
H 1.781 -0.961 -1.281
H 0.619 -2.979 -0.312
C -1.928 1.863 4.951
C -0.994 1.743 3.757
C -0.631 3.096 3.168
O -1.542 0.889 2.760
H -2.865 2.339 4.647
H -2.160 0.878 5.356
H -1.483 2.471 5.740
H -0.079 1.231 4.066
H -1.533 3.605 2.815
H 0.045 2.969 2.323
H -0.151 3.735 3.912
H -2.343 1.299 2.413
C -3.612 -2.201 -1.431
C -3.483 -2.976 -0.126
C -3.952 -2.149 1.063
O -2.151 -3.421 0.060
H -2.974 -1.313 -1.392
H -3.280 -2.813 -2.271
H -4.643 -1.886 -1.609
H -4.082 -3.890 -0.186
H -3.334 -1.251 1.157
H -3.858 -2.722 1.986
H -4.993 -1.838 0.947
H -1.574 -2.639 0.090
C -2.779 0.945 -3.851
C -1.769 0.477 -2.816
C -1.297 -0.945 -3.070
O -2.308 0.606 -1.497
H -3.671 0.310 -3.821
H -3.083 1.973 -3.649
H -2.362 0.896 -4.858
H -0.906 1.145 -2.828
H -2.143 -1.639 -3.020
H -0.564 -1.244 -2.319
H -0.839 -1.033 -4.056
H -3.073 0.020 -1.439
*
```

The value obtained for the HOMO-LUMO gap is 0.278 Eh. The value obtained for the HOMO energy is -5.015 eV.

---

[2]
The following is a quantum chemistry calculation of 8 unconnected molecules or ions with the total composition C15H38N11O16 in a non-equilibrium geometry, from the Open Molecules 2025 dataset.

The geometry in ORCA input format:
```
! wB97M-V def2-TZVPD RIJCOSX def2/J DEFGRID3
* xyz 1 1
N 1.055 3.541 -1.154
C 0.423 2.562 -0.664
C 1.035 1.785 0.471
N 0.532 2.309 1.742
C -0.010 1.631 2.716
N -0.133 0.284 2.633
N -0.526 2.259 3.853
C 0.460 2.996 4.680
C -0.122 4.272 5.272
C 0.992 5.058 5.970
C 1.821 5.923 5.014
O 3.226 5.729 5.210
C 3.730 4.718 4.481
O 4.329 3.787 4.939
H 0.533 3.971 -1.916
H -0.555 2.221 -1.010
H 2.119 1.852 0.457
H 0.759 0.738 0.370
H 0.598 3.311 1.859
H -0.315 -0.125 3.541
H 0.651 -0.191 2.196
H -1.319 2.845 3.619
H 0.778 2.363 5.506
H 1.362 3.235 4.112
H -0.596 4.876 4.496
H -0.865 3.990 6.016
H 0.568 5.692 6.743
H 1.653 4.343 6.460
H 1.561 5.714 3.971
H 1.625 6.975 5.194
H 3.530 4.800 3.402
C -3.078 -1.162 1.815
N -3.676 -2.329 1.111
O -3.013 -2.820 0.218
O -4.772 -2.690 1.460
H -2.114 -0.970 1.364
H -3.753 -0.322 1.686
H -2.990 -1.422 2.866
C -4.267 -2.797 -3.335
N -3.082 -1.900 -3.439
O -2.018 -2.388 -3.754
O -3.250 -0.724 -3.185
H -3.963 -3.804 -3.574
H -4.626 -2.725 -2.313
H -5.018 -2.435 -4.030
C -5.115 -7.835 -4.638
N -5.597 -6.431 -4.531
O -6.332 -6.009 -5.391
O -5.214 -5.791 -3.570
H -5.538 -8.269 -5.535
H -4.031 -7.802 -4.679
H -5.443 -8.357 -3.745
C 3.489 2.954 -4.394
N 2.384 3.864 -4.801
O 2.354 4.285 -5.929
O 1.557 4.099 -3.939
H 4.136 2.790 -5.247
H 4.016 3.436 -3.576
H 3.040 2.028 -4.059
C 1.116 -0.726 -4.943
N 2.189 -0.880 -3.920
O 1.954 -1.558 -2.946
O 3.242 -0.309 -4.128
H 0.250 -1.287 -4.614
H 0.898 0.335 -5.026
H 1.510 -1.104 -5.881
C 6.040 0.196 0.681
N 4.729 0.882 0.537
O 4.482 1.453 -0.498
O 3.965 0.832 1.486
H 6.594 0.334 -0.238
H 6.545 0.647 1.530
H 5.835 -0.852 0.875
C -1.665 -5.950 0.353
N -1.882 -7.335 0.854
O -1.818 -8.244 0.058
O -2.110 -7.451 2.039
H -1.470 -5.996 -0.711
H -2.567 -5.383 0.563
H -0.820 -5.541 0.896
*
```

The value obtained for the HOMO-LUMO gap is 0.342 Eh. The value obtained for the HOMO energy is -12.576 eV. The value obtained for the energy above the lowest of the compared OMol25 structures with the same formula, charge and spin is 0.000 eV.

---

[3]
The following is a quantum chemistry calculation of a molecular structure, C15H38N7O7PPt in a non-equilibrium geometry, from the Open Molecules 2025 dataset.

The geometry in ORCA input format:
```
! wB97M-V def2-TZVPD RIJCOSX def2/J DEFGRID3
* xyz 0 3
O 0.027 0.205 -6.634
H -0.495 -0.075 -7.407
Pt 0.162 -0.166 -1.474
N 0.495 1.602 -0.588
N 1.499 0.793 -2.705
N -1.417 -1.254 -0.747
N -0.052 -1.816 -2.645
O 0.058 1.980 0.555
O -2.266 -0.827 0.249
O 0.373 -1.795 -3.903
O 1.862 0.286 -3.841
C 2.093 1.960 -2.248
C 1.478 2.386 -1.055
C -1.391 -2.572 -0.953
C -0.667 -2.908 -2.134
C 1.743 3.492 -0.123
H 1.991 3.044 0.859
H 0.897 4.197 0.011
H 2.594 4.098 -0.430
C 3.230 2.664 -2.918
H 2.953 2.956 -3.932
H 4.172 2.106 -2.967
H 3.451 3.591 -2.365
C -2.034 -3.495 0.031
C -0.708 -4.268 -2.757
H -2.656 -2.926 0.734
H -1.243 -4.017 0.593
H -2.663 -4.272 -0.418
H 0.042 -4.431 -3.526
H -1.690 -4.452 -3.208
H -0.571 -5.042 -1.989
H -1.841 0.010 0.631
H 1.092 -1.033 -3.934
C -0.909 0.721 -5.690
H -0.342 1.419 -5.059
H -1.353 -0.091 -5.086
H -1.720 1.278 -6.180
O -2.625 1.365 -1.855
H -2.450 0.420 -1.668
H -1.815 1.794 -1.532
C 3.077 0.637 3.015
N 1.968 -0.135 2.554
C 2.246 -1.553 2.372
P 0.171 0.331 2.116
O 0.203 -0.499 0.864
N -0.307 -0.633 3.406
C -1.024 -1.879 3.303
C -0.183 -0.016 4.700
N -1.435 1.317 2.316
C -2.819 0.932 2.509
C -1.224 2.626 2.912
H 4.032 0.146 2.692
H 3.143 0.695 4.121
H 3.049 1.671 2.619
H 2.099 -2.167 3.277
H 1.618 -1.978 1.585
H 3.305 -1.709 2.082
H -0.707 -2.471 2.425
H -0.773 -2.453 4.209
H -2.120 -1.730 3.284
H 0.298 -0.738 5.367
H 0.463 0.869 4.632
H -1.171 0.280 5.085
H -3.012 0.414 3.453
H -3.423 1.849 2.450
H -3.242 0.301 1.747
H -1.349 2.614 4.016
H -0.226 3.014 2.711
H -1.957 3.340 2.486
*
```

The value obtained for the HOMO-LUMO gap (spin up / spin down) is 0.184 / 0.201 Eh. The value obtained for the HOMO energy (spin up / spin down) is -6.028 / -7.116 eV.

---

[4]
The following is a quantum chemistry calculation of 3 unconnected molecules or ions with the total composition C15H39Br2FN6O7P2S2 in a non-equilibrium geometry, from the Open Molecules 2025 dataset.

The geometry in ORCA input format:
```
! wB97M-V def2-TZVPD RIJCOSX def2/J DEFGRID3
* xyz 0 1
C -1.083 0.693 4.133
C -0.948 1.414 2.778
Br -2.490 2.258 2.047
C 0.226 1.390 2.185
Br 0.480 2.234 0.476
O 1.259 0.709 2.825
S 2.707 1.500 2.650
O 3.414 0.778 1.650
O 3.493 1.318 4.159
S 3.512 -0.189 4.792
O 2.457 -0.375 5.704
O 4.768 -0.342 5.401
F 3.420 -1.233 3.629
H -0.449 -0.206 4.063
H -2.100 0.321 4.305
H -0.694 1.340 4.931
O -5.845 1.142 1.829
P -6.325 -0.064 1.040
N -6.231 0.677 -0.511
C -7.120 0.482 -1.634
C -4.857 0.782 -1.000
N -7.955 -0.009 1.713
C -9.057 0.623 0.996
C -8.005 0.525 3.082
N -6.649 -1.663 0.327
C -7.950 -2.272 0.133
C -5.781 -2.651 1.010
H -6.983 -0.490 -2.129
H -6.954 1.260 -2.383
H -8.167 0.592 -1.361
H -4.468 -0.198 -1.314
H -4.199 1.174 -0.223
H -4.791 1.469 -1.846
H -8.805 1.639 0.666
H -9.941 0.690 1.633
H -9.393 0.040 0.138
H -7.950 1.619 3.112
H -7.187 0.136 3.688
H -8.936 0.222 3.569
H -8.518 -2.388 1.061
H -7.818 -3.269 -0.297
H -8.546 -1.735 -0.603
H -6.096 -2.809 2.050
H -4.744 -2.297 1.020
H -5.782 -3.613 0.495
O 4.739 1.252 -3.374
P 5.599 0.417 -2.442
N 6.870 1.568 -2.282
C 8.286 1.304 -2.167
C 6.515 2.676 -1.397
N 5.945 -0.812 -3.661
C 7.183 -0.795 -4.431
C 4.861 -0.987 -4.638
N 6.292 -0.616 -1.171
C 7.146 -1.770 -1.364
C 5.190 -1.008 -0.260
H 8.571 0.905 -1.184
H 8.853 2.223 -2.328
H 8.647 0.628 -2.940
H 6.509 2.360 -0.343
H 5.523 3.062 -1.641
H 7.213 3.507 -1.506
H 7.368 0.184 -4.892
H 7.147 -1.537 -5.232
H 8.053 -1.085 -3.841
H 4.862 -0.212 -5.413
H 3.886 -0.972 -4.154
H 4.958 -1.957 -5.135
H 6.687 -2.553 -1.976
H 7.378 -2.210 -0.390
H 8.115 -1.496 -1.777
H 4.494 -1.701 -0.751
H 4.627 -0.124 0.047
H 5.564 -1.475 0.653
*
```

The value obtained for the HOMO-LUMO gap is 0.272 Eh. The value obtained for the HOMO energy is -8.196 eV.

---

[5]
The following is a quantum chemistry calculation of 5 unconnected molecules or ions with the total composition C15H39N3O11P2 in a non-equilibrium geometry, from the Open Molecules 2025 dataset.

The geometry in ORCA input format:
```
! wB97M-V def2-TZVPD RIJCOSX def2/J DEFGRID3
* xyz 0 1
C 0.377 0.980 5.416
O 1.512 0.206 5.787
P 2.793 0.256 4.837
O 3.740 -0.856 5.078
O 2.139 0.246 3.387
C 2.967 -0.094 2.269
O 3.360 1.735 4.912
C 4.587 1.926 5.625
H -0.420 0.300 5.101
H 0.531 1.690 4.606
H -0.086 1.509 6.250
H 3.124 -1.172 2.230
H 3.986 0.285 2.393
H 2.520 0.329 1.376
H 4.492 1.577 6.659
H 4.975 2.935 5.748
H 5.343 1.300 5.149
C 3.737 -2.950 -0.935
O 2.465 -3.005 -1.572
P 2.004 -1.675 -2.339
O 1.892 -0.560 -1.375
O 3.028 -1.511 -3.545
C 3.200 -2.630 -4.388
O 0.653 -2.111 -3.036
C -0.610 -1.478 -2.722
H 4.536 -2.940 -1.683
H 3.939 -3.869 -0.387
H 3.810 -2.079 -0.287
H 4.162 -3.136 -4.356
H 2.987 -2.352 -5.428
H 2.436 -3.417 -4.356
H -1.196 -1.380 -3.632
H -0.499 -0.477 -2.312
H -1.085 -2.167 -2.026
C -0.857 4.784 -4.916
N -0.154 4.419 -3.681
C -0.135 3.116 -3.346
C 0.703 2.721 -2.188
O -0.623 2.232 -4.049
H -1.909 4.530 -4.778
H -0.551 4.162 -5.754
H -0.707 5.841 -5.109
H 0.231 5.108 -3.066
H 0.984 3.544 -1.528
H 1.656 2.291 -2.507
H 0.213 1.885 -1.690
C -5.940 -0.154 0.186
N -4.784 0.404 -0.481
C -4.693 1.279 -1.515
C -3.296 1.826 -1.788
O -5.631 1.624 -2.219
H -5.990 0.283 1.190
H -5.690 -1.194 0.399
H -6.891 0.012 -0.309
H -3.966 -0.198 -0.499
H -3.382 2.683 -2.454
H -2.601 1.113 -2.227
H -2.924 2.273 -0.863
C -0.367 -1.742 1.218
N -1.426 -2.433 1.941
C -2.650 -2.639 1.400
C -3.687 -3.301 2.262
O -2.891 -2.317 0.245
H -0.321 -0.674 1.441
H -0.490 -1.902 0.154
H 0.587 -2.124 1.581
H -1.311 -2.473 2.939
H -4.650 -2.815 2.125
H -3.404 -3.210 3.315
H -3.851 -4.369 2.122
*
```

As for the SMILES: COP(=O)(OC)OC.COP(=O)(OC)OC.CNC(C)=O.CNC(C)=O.CNC(C)=O. The value obtained for the HOMO-LUMO gap is 0.345 Eh. The value obtained for the HOMO energy is -8.957 eV. The value obtained for the energy above the lowest of the compared OMol25 structures with the same formula, charge and spin is 0.772 eV.

---

[6]
The following is a quantum chemistry calculation of 11 unconnected molecules or ions with the total composition C15H40F18N9O20P2S6 in a non-equilibrium geometry, from the Open Molecules 2025 dataset.

The geometry in ORCA input format:
```
! wB97M-V def2-TZVPD RIJCOSX def2/J DEFGRID3
* xyz -1 1
C 2.360 -4.538 -5.787
C 3.151 -5.747 -5.659
O 4.148 -5.915 -6.329
N 2.538 -6.877 -4.809
H 1.767 -6.545 -4.248
H 2.192 -7.553 -5.475
C 3.582 -7.575 -3.930
H 2.521 -3.899 -4.919
H 1.327 -4.814 -6.003
H 2.786 -3.794 -6.460
H 3.029 -8.373 -3.434
H 3.821 -6.898 -3.109
H 4.491 -7.938 -4.409
C -6.364 4.418 -3.534
C -5.699 3.370 -4.332
O -5.188 2.358 -3.933
N -5.485 3.662 -5.877
H -5.866 4.502 -6.288
H -4.483 3.690 -6.001
C -5.986 2.454 -6.645
H -6.742 3.979 -2.610
H -7.192 4.735 -4.169
H -5.682 5.267 -3.497
H -5.498 1.532 -6.329
H -5.894 2.656 -7.712
H -6.992 2.208 -6.306
C -6.705 -4.706 -1.958
C -6.564 -4.641 -3.466
O -5.796 -3.964 -4.068
N -7.548 -5.524 -4.269
H -7.238 -5.588 -5.228
H -7.527 -6.461 -3.891
C -8.957 -4.985 -4.520
H -7.645 -5.089 -1.560
H -6.723 -3.629 -1.793
H -5.853 -5.109 -1.410
H -9.661 -5.759 -4.826
H -8.763 -4.380 -5.406
H -9.358 -4.452 -3.658
C 2.278 0.901 0.531
C 1.011 0.574 1.277
O 0.491 1.324 2.087
N 0.270 -0.690 0.864
H 1.001 -1.376 0.734
H -0.317 -0.950 1.643
C -0.635 -0.471 -0.420
H 2.888 -0.002 0.499
H 2.837 1.637 1.108
H 2.123 1.443 -0.401
H -1.051 0.533 -0.496
H -1.426 -1.208 -0.557
H 0.046 -0.674 -1.247
C 2.527 3.393 10.702
C 2.677 4.542 9.715
O 2.117 5.623 9.786
N 3.482 4.160 8.497
H 4.172 4.895 8.435
H 4.063 3.343 8.616
C 2.698 4.321 7.209
H 3.500 2.922 10.842
H 1.841 2.673 10.255
H 2.089 3.577 11.683
H 2.006 3.479 7.232
H 3.281 4.299 6.288
H 2.322 5.343 7.162
P -4.237 -3.740 4.408
F -4.286 -4.191 5.968
F -3.396 -5.182 4.240
F -5.549 -4.621 4.039
F -4.050 -3.203 2.881
F -5.125 -2.503 4.755
F -2.918 -2.839 4.761
P 8.839 -0.047 -0.163
F 8.046 0.168 1.234
F 9.887 1.074 0.240
F 9.816 -1.140 0.474
F 9.388 -0.076 -1.673
F 7.733 -1.156 -0.619
F 7.808 1.139 -0.674
N -0.951 3.715 -7.096
S 0.054 4.035 -5.934
O 1.055 5.071 -6.224
O 0.334 3.063 -4.829
F -1.041 4.914 -5.103
S 0.071 2.568 -7.700
O 0.361 1.435 -6.885
O 1.041 3.081 -8.631
F -0.925 1.867 -8.810
N -0.528 8.154 0.989
S 0.105 6.815 0.752
O -0.686 5.771 0.074
O 1.076 6.295 1.709
F 1.163 7.320 -0.376
S -1.693 7.524 2.024
O -1.235 7.306 3.407
O -2.786 6.684 1.558
F -2.447 8.948 2.272
N 6.031 0.511 8.371
S 6.240 -0.684 9.276
O 7.477 -1.375 9.066
O 5.134 -1.506 9.802
F 6.590 0.178 10.606
S 5.420 -0.453 7.107
O 3.978 -0.632 7.069
O 6.237 -1.526 6.511
F 5.419 0.614 5.903
N 3.475 -4.259 0.267
O 2.783 -4.283 1.194
O 3.129 -3.837 -0.790
O 4.564 -4.687 0.366
*
```

The value obtained for the HOMO-LUMO gap is 0.084 Eh. The value obtained for the HOMO energy is -4.719 eV.

---

Number 1: calculated total energy -40354.598 eV. Number 2: calculated total energy -65295.973 eV. Number 3: calculated total energy -53458.353 eV. Number 4: calculated total energy -222503.014 eV. Number 5: calculated total energy -61763.059 eV. Number 6: calculated total energy -203057.215 eV.